Here is a 10-piece molecular cluster, C4H27NO10 overall at a distorted geometry from the OMol25 dataset. Energies are from the ωB97M-V functional and the def2-TZVPD basis.

2S+1 = 2
ΔE to the lowest compared entry with this formula, charge and spin = 0.0 kcal/mol
orbital gap (spin up / spin down) = 3.49 / 6.74 eV
total charge = -1
F_max = 3.173 eV/Å

Structure (XYZ):
```
42
Properties=species:S:1:pos:R:3:forces:R:3
O -0.745 1.891 0.717 -0.185 0.864 2.269
C -0.799 1.107 -0.289 -0.121 1.269 -1.101
C -1.526 -0.205 -0.130 3.146 0.125 0.398
C -0.749 -0.890 1.076 -0.443 -0.261 -0.014
C -1.077 -2.395 1.252 -0.666 0.660 0.310
N -1.194 -1.062 -1.269 -1.463 -0.532 -1.613
H -0.714 1.735 -1.232 -0.465 -1.513 -0.167
H -2.574 -0.061 0.093 -0.477 -0.357 -0.227
H -0.976 -0.409 2.022 -0.075 0.282 -0.147
H 0.332 -0.681 0.868 -0.742 -0.383 0.104
H -0.218 -2.981 1.646 -0.816 0.117 -0.326
H -2.043 -2.559 1.774 0.915 0.271 0.876
H -1.510 -2.698 0.325 0.903 -0.970 -1.191
H -0.203 -1.237 -1.241 0.306 0.187 0.126
H -1.318 -0.577 -2.176 -0.011 -0.027 0.911
H -2.685 1.673 1.450 -0.119 -0.528 -0.496
H -3.083 2.827 0.753 -0.478 -0.273 -0.494
O -3.460 1.942 0.914 0.273 0.911 0.812
H -3.294 -2.237 -0.753 0.204 -0.219 0.273
H -4.265 -1.330 -0.126 -0.143 -0.147 0.407
O -3.957 -2.244 -0.040 -0.143 0.337 -0.736
H 2.652 1.659 -0.508 -0.648 0.120 -0.153
H 1.482 2.655 -0.785 -0.106 -0.376 0.292
O 2.197 2.168 -1.213 0.807 0.621 -0.307
H 2.895 -2.210 -1.968 0.722 0.017 0.746
H 2.370 -0.907 -2.036 0.362 1.067 0.235
O 3.166 -1.334 -1.622 -0.929 -1.198 -1.237
H 3.871 0.422 0.780 0.033 -0.144 -0.045
H 3.135 -0.581 -0.207 -0.241 1.110 0.654
O 3.007 0.228 0.400 0.692 -1.096 -0.021
H -0.961 1.419 2.894 0.545 -0.094 -0.665
H 0.280 0.574 3.330 -0.202 -0.072 -0.452
O -0.309 1.281 3.594 -0.065 0.454 1.152
H 2.135 1.383 1.749 -0.691 0.562 0.009
H 1.232 2.503 2.419 -0.289 -0.488 -0.126
O 1.902 2.329 1.751 1.095 0.110 0.136
H 1.883 1.113 -2.353 -1.131 -0.583 -0.046
H 1.575 0.408 -3.744 0.018 -0.025 0.015
O 1.380 0.342 -2.803 0.680 0.353 -0.180
H -0.005 -3.131 -2.129 0.017 0.700 -0.871
H 0.869 -3.507 -1.117 0.957 0.186 0.250
O 0.952 -3.063 -1.975 -1.027 -1.036 0.637
```
Positions in Å, forces in eV/Å.

***

Here is a 10-piece molecular cluster, C4H27NO10S overall at a distorted geometry from the OMol25 dataset. Energies are from the ωB97M-V functional and the def2-TZVPD basis.

2S+1 = 2
ΔE to the lowest compared entry with this formula, charge and spin = 17.8 kcal/mol
orbital gap (spin up / spin down) = 3.73 / 7.24 eV
total charge = -1
F_max = 3.031 eV/Å

Structure (XYZ):
```
43
Properties=species:S:1:pos:R:3:forces:R:3
C -0.658 -1.842 -1.213 0.139 1.295 1.444
N 0.627 -1.112 -0.994 -1.654 -0.792 -0.748
C 0.665 0.302 -1.536 2.665 -1.102 0.931
C -0.128 1.221 -0.627 -0.116 -1.896 0.211
S -0.198 2.928 -1.129 -0.752 0.274 0.178
C 2.210 0.552 -1.407 -2.310 0.960 -0.722
O 2.598 1.095 -0.309 0.871 0.370 0.442
H -1.036 -1.423 -2.142 -0.119 -0.956 -0.474
H -0.498 -2.911 -1.085 -0.033 -0.191 -0.884
H -1.449 -1.627 -0.469 0.194 0.224 -0.067
H 0.826 -1.090 -0.003 0.151 0.371 0.120
H 0.329 0.241 -2.575 -0.069 0.208 0.023
H -1.106 0.759 -0.480 -0.615 0.850 -0.763
H 0.186 0.948 0.387 0.790 1.087 -0.030
H 1.075 3.123 -1.468 0.369 -0.363 0.054
H 2.809 0.224 -2.257 0.443 0.161 0.271
H 1.455 -1.516 -3.191 0.292 0.207 0.117
H 2.562 -0.810 -4.009 -0.362 -0.093 0.223
O 1.651 -1.129 -4.059 0.043 -0.315 -0.406
H -1.786 1.364 3.805 -0.002 -0.351 0.023
H -0.493 1.762 4.458 0.124 -0.078 0.042
O -1.222 1.135 4.560 -0.036 0.255 -0.222
H -2.753 0.078 1.267 0.142 0.502 -0.259
H -1.357 -0.283 1.745 0.241 0.229 0.200
O -1.940 0.488 1.609 -0.305 -0.512 0.554
H 2.403 0.504 1.456 0.335 -0.013 -0.436
H 2.849 -0.899 1.224 -0.021 -0.216 0.121
O 2.521 -0.336 1.938 -0.223 0.421 0.331
H 0.874 -0.663 2.434 0.086 -0.513 0.196
H -0.365 -0.735 3.400 0.264 0.011 -0.035
O 0.065 -1.188 2.657 -0.308 0.272 -0.008
H -2.760 0.061 -3.519 0.059 0.207 0.165
H -1.745 0.900 -2.721 -0.398 0.160 -0.076
O -2.705 0.766 -2.858 0.477 -0.288 -0.107
H -3.194 0.104 -1.186 -0.297 -0.153 0.576
H -4.524 0.339 -0.503 -0.034 -0.035 0.138
O -3.698 -0.137 -0.368 -0.099 0.085 -0.817
H 1.721 -2.711 0.225 -0.130 -0.232 0.311
H 2.319 -3.311 1.605 -0.643 0.217 -0.272
O 2.500 -2.875 0.767 0.939 -0.180 -0.260
H -0.243 2.200 2.178 0.075 0.107 -0.232
H 1.180 2.685 1.898 -0.037 -0.013 -0.164
O 0.431 2.819 2.491 -0.134 -0.182 0.311
```
Positions in Å, forces in eV/Å.

***

Here is a 10-piece molecular cluster, C4H27NO12 overall at a distorted geometry from the OMol25 dataset. Energies are from the ωB97M-V functional and the def2-TZVPD basis.

2S+1 = 2
ΔE to the lowest compared entry with this formula, charge and spin = 29.3 kcal/mol
orbital gap (spin up / spin down) = 10.11 / 3.89 eV
total charge = +1
F_max = 2.764 eV/Å

Structure (XYZ):
```
44
Properties=species:S:1:pos:R:3:forces:R:3
C -0.557 1.275 -1.069 2.288 -0.883 -1.274
C -0.214 2.501 -0.196 -0.733 0.813 0.145
C 1.310 2.357 0.102 1.114 0.610 -0.569
O 2.045 3.038 -0.833 -0.636 0.064 0.356
N -1.320 0.267 -0.405 -0.374 1.684 -1.417
C -2.687 0.187 -0.483 0.203 -1.167 1.073
O -3.294 0.722 -1.539 0.391 0.646 -0.491
O -3.294 -0.372 0.407 -0.263 -0.291 0.074
H 0.373 0.765 -1.398 0.056 0.120 0.732
H -0.726 1.620 -2.100 -1.598 -0.038 0.361
H -0.393 3.459 -0.689 0.211 -0.154 -0.226
H -0.788 2.588 0.727 0.136 -0.528 0.067
H 1.407 2.994 1.035 -0.174 -0.395 -0.117
H 1.704 1.345 0.169 -0.602 0.609 0.570
H 2.761 2.470 -1.168 0.347 -0.412 -0.071
H -0.786 -0.162 0.340 -0.556 -0.471 0.060
H -3.447 0.112 -2.277 0.012 -0.027 0.249
H 1.684 -0.855 -3.813 -0.442 -0.293 -0.729
H 0.290 -1.369 -4.214 0.174 -0.086 -0.154
O 1.047 -0.886 -4.566 0.091 0.372 0.742
H -0.026 1.785 3.978 0.173 -0.350 0.109
H -1.040 1.093 3.126 -0.568 -0.246 -0.296
O -0.142 0.966 3.471 0.459 0.910 0.354
H 1.115 -1.649 1.491 -0.121 -0.591 0.141
H -0.241 -2.126 0.825 0.877 -0.272 0.434
O 0.667 -1.786 0.646 -0.500 0.803 -0.394
H 0.216 -4.787 -0.036 0.065 0.003 0.462
H 0.789 -3.339 -0.329 -0.062 -0.697 0.131
O 0.459 -4.167 -0.717 0.050 0.399 -0.798
H 4.356 0.399 -0.105 0.303 -0.025 0.152
H 2.903 0.145 0.355 0.948 -0.024 -0.195
O 3.447 0.476 -0.398 -0.706 -0.153 0.218
H 1.612 0.440 2.956 0.585 -0.132 0.036
H 1.137 0.055 1.671 0.246 -0.148 -0.145
O 1.994 0.091 2.124 -0.674 0.260 0.070
H -2.694 0.147 3.289 -0.242 0.070 0.142
H -3.034 0.666 1.904 -0.038 0.082 0.406
O -2.714 0.967 2.779 0.048 -0.272 -0.337
H 3.160 -0.973 -1.764 -0.594 0.016 -0.333
H 3.746 -1.702 -2.919 -0.929 -0.043 -0.266
O 2.870 -1.395 -2.598 1.645 0.053 0.722
H -2.223 -3.080 2.307 0.303 -0.260 0.006
H -2.146 -1.854 1.432 0.202 -0.377 0.317
O -1.567 -2.498 1.902 -1.112 0.823 -0.319
```
Positions in Å, forces in eV/Å.

***

Here is a 10-piece molecular cluster, C4H28N2O10 overall at a distorted geometry from the OMol25 dataset. Energies are from the ωB97M-V functional and the def2-TZVPD basis.

SMILES = NCCCNC=O.O.O.O.O.O.O.O.O.O
ΔE to the lowest compared entry with this formula, charge and spin = 73.9 kcal/mol
orbital gap = 9.90 eV
F_max = 2.268 eV/Å

Structure (XYZ):
```
44
Properties=species:S:1:pos:R:3:forces:R:3
N -1.728 2.068 -1.536 0.352 -0.571 -0.064
C -0.635 2.019 -2.548 -0.162 -0.392 0.940
C 0.674 1.524 -1.861 -1.475 0.252 -0.120
C 1.021 0.091 -2.279 0.784 1.774 -1.176
N 0.100 -0.815 -1.648 1.286 -0.077 -0.768
C -0.179 -2.075 -2.065 0.287 -0.089 2.101
O -0.617 -2.873 -1.237 -0.243 -0.298 -0.801
H -1.301 2.036 -0.620 -0.006 0.203 0.191
H -2.211 2.943 -1.571 -0.384 0.423 -0.162
H -0.918 1.287 -3.308 -0.046 0.236 -0.203
H -0.530 3.009 -2.992 0.228 -0.120 -0.194
H 1.445 2.283 -1.939 0.369 -0.414 -0.304
H 0.434 1.505 -0.795 0.425 -0.032 0.107
H 2.095 -0.025 -2.088 -0.144 -0.726 0.541
H 0.968 0.062 -3.368 -0.297 -0.364 -0.111
H 0.151 -0.686 -0.642 -0.720 -0.364 0.120
H 0.064 -2.381 -3.087 -0.175 0.381 -0.240
O -3.437 -2.162 -0.395 0.086 -0.065 0.145
H -2.973 -1.403 -0.756 -0.211 0.114 -0.249
H -2.795 -2.862 -0.558 0.041 -0.230 -0.114
O 3.570 -2.900 0.064 -0.163 0.457 -0.496
H 3.325 -2.869 -0.870 -0.102 -0.487 0.036
H 3.841 -1.983 0.176 0.204 0.056 0.473
O -0.042 -3.685 1.868 -0.158 -0.063 0.246
H 0.682 -4.131 1.422 -0.197 -0.242 -0.215
H -0.867 -3.912 1.432 0.143 -0.344 -0.279
O 2.582 2.591 0.133 0.064 -0.037 -0.077
H 2.400 2.886 1.031 -0.168 -0.024 0.126
H 3.529 2.455 0.078 0.164 0.078 0.130
O -1.356 -0.339 0.633 0.356 1.125 0.251
H -1.841 0.069 -0.096 -0.219 -0.192 0.015
H -1.739 -1.174 0.875 -0.604 -0.597 -0.100
O -2.437 2.023 1.776 -0.061 0.467 0.210
H -2.571 1.082 1.923 0.027 -0.092 -0.198
H -3.020 2.290 1.061 -0.140 -0.173 0.039
O 0.675 0.143 4.203 0.044 -0.314 0.519
H 0.508 -0.418 3.422 -0.080 0.538 0.148
H 0.591 1.073 3.988 0.006 -0.020 -0.299
O 0.743 -1.242 1.933 0.501 0.598 -0.530
H 0.462 -1.916 1.293 0.184 -0.084 0.626
H 1.705 -1.228 1.947 0.021 -0.222 -0.059
O 0.274 2.700 2.288 -0.320 -0.300 0.256
H -0.562 3.141 2.488 0.140 0.346 -0.085
H -0.077 1.799 2.225 0.362 -0.116 -0.376
```
Positions in Å, forces in eV/Å.

***

Here is C4H28N2O10S as an isolated structure at a distorted geometry from the OMol25 dataset. Energies are from the ωB97M-V functional and the def2-TZVPD basis.

ΔE to the lowest compared entry with this formula, charge and spin = 52.0 kcal/mol
orbital gap = 6.17 eV
total charge = -2
F_max = 6.904 eV/Å

Structure (XYZ):
```
45
Properties=species:S:1:pos:R:3:forces:R:3
C 0.595 -0.266 0.159 0.314 -0.954 -1.968
N 1.977 -0.436 -0.357 -0.924 0.575 -1.109
C 2.841 -0.277 0.705 4.550 0.651 -0.563
O 3.263 -1.424 1.304 0.932 -3.333 2.345
C -0.422 0.324 -0.894 -0.281 2.843 0.878
C -1.489 1.191 -0.094 -0.357 -0.777 0.728
S -2.646 2.484 -0.765 0.666 -0.797 -0.535
N -1.014 -0.711 -1.730 -1.979 2.087 -1.374
H 0.290 -1.253 0.435 -0.745 -0.351 -0.193
H 0.796 0.152 1.150 -1.077 1.129 -0.553
H 2.205 -1.333 -0.811 -0.686 0.581 0.323
H 3.903 0.110 0.435 -1.467 0.023 -0.441
H 2.532 0.433 1.409 -1.009 1.236 0.954
H -0.031 1.150 -1.608 0.438 -1.495 1.220
H -1.049 1.669 0.776 0.810 0.127 -0.083
H -2.069 0.449 0.424 -0.812 -0.529 0.085
H -2.013 -0.346 -1.987 2.414 -1.212 0.543
H -1.024 -1.639 -1.377 -0.224 -0.564 0.749
H -0.960 -2.809 0.376 -2.740 0.717 0.904
H -1.194 -1.890 1.617 -0.682 -0.025 0.259
O -1.715 -2.388 0.966 2.643 -1.370 -1.013
H 0.567 -3.276 0.259 0.575 -0.507 -0.657
H 0.398 -3.748 -1.556 0.648 0.252 -0.464
O -0.028 -3.634 -0.721 -0.335 0.153 1.622
H 2.620 -2.048 1.760 -0.102 1.439 -1.362
H 1.515 -3.858 1.533 -0.154 0.007 0.266
O 1.086 -3.006 1.402 -0.028 -0.579 -0.349
H 0.636 -0.140 -3.148 -1.075 0.131 1.534
H 0.343 1.419 -3.810 0.913 -3.361 0.901
O 0.695 0.449 -3.880 0.179 3.182 -2.800
H 2.998 1.590 -2.774 -1.533 2.494 1.572
H 2.396 2.385 -1.547 -1.251 -1.115 4.720
O 2.625 2.483 -2.400 2.625 -1.324 -6.247
H 0.191 1.859 2.822 1.519 1.415 0.425
H 0.495 2.613 1.642 1.331 0.944 1.075
O 0.856 2.591 2.590 -2.755 -2.214 -1.541
H -3.062 -1.794 0.895 -1.193 1.164 -1.041
H -3.995 -0.797 -0.026 0.422 0.654 -1.438
O -3.910 -1.227 0.796 -0.191 -1.395 2.240
H -0.864 3.633 0.248 -0.366 0.237 0.168
H -0.155 3.660 -0.996 0.554 0.416 1.377
O 0.029 3.903 -0.037 -0.140 -0.454 -1.574
H 0.099 -0.737 3.034 -0.288 -0.408 0.297
H 0.183 -2.193 2.551 -0.075 0.129 0.960
O -0.315 -1.601 3.214 0.935 0.175 -0.839
```
Positions in Å, forces in eV/Å.

***

Here is a 11-piece molecular cluster, C4H28NO13 overall at a distorted geometry from the OMol25 dataset. Energies are from the ωB97M-V functional and the def2-TZVPD basis.

ΔE to the lowest compared entry with this formula, charge and spin = 133.3 kcal/mol
orbital gap = 8.36 eV
total charge = -1
F_max = 5.624 eV/Å

Structure (XYZ):
```
46
Properties=species:S:1:pos:R:3:forces:R:3
C -1.905 2.816 -1.290 -1.020 -1.469 -0.827
C -0.510 1.976 -1.427 -2.107 0.106 1.444
C -0.721 0.880 -2.582 0.254 2.918 -0.474
O -1.149 -0.299 -2.061 3.982 -2.362 2.095
N 0.627 2.888 -1.474 -1.430 -3.603 0.760
C 1.842 2.694 -0.850 2.269 3.326 -1.668
O 2.088 1.650 -0.178 -0.664 -0.609 -0.616
O 2.638 3.666 -1.073 -0.772 -1.657 0.998
H -2.152 2.927 -2.427 -0.404 0.123 2.197
H -2.664 2.083 -0.710 1.506 1.692 -1.781
H -2.040 3.840 -0.780 1.011 -1.555 -0.643
H -0.526 1.295 -0.516 0.630 1.157 -0.842
H 0.228 0.864 -3.125 0.278 -0.417 -0.044
H -1.470 1.187 -3.330 0.108 0.334 0.268
H -0.178 -0.617 -1.571 -4.097 0.393 -1.127
H 0.444 3.781 -1.790 -0.008 1.879 -0.733
H -3.140 -1.997 2.504 1.659 1.735 2.843
H -2.622 -2.878 1.326 -2.555 1.514 1.615
O -3.457 -2.469 1.800 0.916 -3.261 -4.490
H -2.154 -3.872 -1.394 2.680 0.971 0.581
H -0.593 -3.552 -0.867 1.750 -1.672 2.197
O -1.291 -3.336 -1.417 -4.376 0.369 -2.576
H -0.722 -1.570 3.831 0.769 2.686 -0.578
H -0.670 -2.870 3.063 0.052 0.343 0.193
O -1.005 -2.441 3.858 -1.138 -3.661 0.714
H 4.015 -0.063 0.493 -0.432 -0.337 1.793
H 2.954 0.821 0.946 1.707 -1.901 0.503
O 3.532 0.043 1.370 -0.303 1.907 -3.029
H 1.225 -2.306 -2.094 -0.369 -0.302 -0.737
H 0.185 -3.263 -2.731 0.291 0.408 0.082
O 1.086 -2.911 -2.850 0.202 0.238 0.112
H 2.162 1.168 2.056 2.843 -1.742 0.900
H 1.391 2.069 1.427 -0.690 1.182 -1.569
O 1.345 1.544 2.198 -2.069 0.810 2.496
H 0.495 -0.118 2.755 -1.490 0.189 -0.712
H -0.833 0.442 2.236 -0.554 2.192 -0.578
O -0.444 -0.353 2.513 2.033 -2.156 0.812
H 1.239 -2.744 -0.113 0.728 0.368 -0.199
H 2.177 -3.731 -1.031 -1.991 0.629 2.318
O 1.586 -3.644 -0.187 1.273 -1.040 -1.627
H 1.238 0.074 -0.284 0.500 0.164 0.194
H 0.165 -0.723 0.503 0.981 -0.220 -0.687
O 0.870 -0.835 -0.200 -1.304 0.033 0.488
H -0.640 2.917 1.272 -0.514 -1.558 0.229
H -1.505 2.767 2.451 -0.207 -0.572 0.180
O -1.145 2.200 1.753 0.074 2.426 -0.477
```
Positions in Å, forces in eV/Å.